(1)
The ion C4H6N with charge +1 in a non-equilibrium geometry, computed with wB97M-V/def2-TZVPD.

```
11
C4H6N, DFT wB97M-V/def2-TZVPD
C 1.718 -0.712 -0.160
N 0.880 0.190 -0.157
C 0.404 1.481 0.185
C -0.486 0.491 -0.050
C -1.714 -0.287 -0.040
H 1.393 -1.649 -0.535
H 2.812 -0.349 0.197
H 0.788 2.501 0.415
H -1.377 -1.259 -0.490
H -2.597 0.122 -0.427
H -1.821 -0.530 1.062
```

Summary:
Net charge: +1
Multiplicity: 1
M (Da): 68.10
Gap between HOMO and LUMO (eV): 10.69
Energy relative to the best compared isomer or geometry (same formula, charge and spin) (kJ/mol): 248.2

(2)
A cluster of 2 separate species, C4H6N2 in total, computed with wB97M-V/def2-TZVPD.

```
12
C4H6N2, DFT wB97M-V/def2-TZVPD
C 2.940 1.604 0.648
C 1.607 1.024 0.594
N 0.560 0.553 0.546
H 3.480 1.331 -0.260
H 3.497 1.191 1.487
H 2.900 2.685 0.737
C -2.039 -1.267 -0.450
C -3.335 -1.677 -1.009
N -4.359 -1.975 -1.426
H -2.059 -1.519 0.610
H -1.976 -0.185 -0.527
H -1.217 -1.765 -0.949
```

Summary:
Multiplicity: 1
M (Da): 82.11
Gap between HOMO and LUMO (eV): 11.91
Energy relative to the best compared isomer or geometry (same formula, charge and spin) (kJ/mol): 74.9

(3)
An isolated molecule of C4H6N2 in a non-equilibrium geometry, computed with wB97M-V/def2-TZVPD.

```
12
C4H6N2, DFT wB97M-V/def2-TZVPD
C -1.686 1.192 -0.431
C -1.014 0.286 0.215
C 0.296 -0.198 -0.117
C 1.165 -1.199 0.670
N 1.671 0.841 -1.892
N 1.036 0.471 -1.029
H -2.629 1.430 0.024
H -1.287 1.609 -1.264
H -1.591 -0.131 1.093
H 0.732 -2.227 0.430
H 1.160 -1.073 1.852
H 2.148 -1.001 0.450
```

Summary:
Multiplicity: 1
M (Da): 82.11
Gap between HOMO and LUMO (eV): 8.62
Energy relative to the best compared isomer or geometry (same formula, charge and spin) (kJ/mol): 317.3

(4)
An isolated molecule of C4H6N2, computed with wB97M-V/def2-TZVPD.

```
12
C4H6N2, DFT wB97M-V/def2-TZVPD
N -0.943 -1.256 -0.337
C -1.082 0.167 -0.236
C 0.008 -0.423 -1.046
C 1.015 0.358 -0.152
N 1.030 0.020 1.235
C -0.056 0.856 0.744
H -0.594 -1.701 0.507
H -1.958 0.673 -0.617
H 0.116 -0.559 -2.120
H 1.787 0.956 -0.606
H 0.812 -0.945 1.457
H -0.135 1.855 1.170
```

Summary:
Multiplicity: 1
M (Da): 82.11
Gap between HOMO and LUMO (eV): 10.26
Energy relative to the best compared isomer or geometry (same formula, charge and spin) (kJ/mol): 395.0

(5)
An isolated molecule of C4H6N2, computed with wB97M-V/def2-TZVPD.

```
12
C4H6N2, DFT wB97M-V/def2-TZVPD
C -1.712 -0.172 -0.074
N -0.243 -0.112 0.013
C 0.866 -0.941 -0.234
C 1.961 -0.138 -0.058
N 1.601 1.137 0.287
C 0.299 1.101 0.314
H -2.087 -0.395 -1.078
H -2.182 -0.844 0.649
H -2.073 0.836 0.167
H 0.899 -2.012 -0.401
H 3.010 -0.400 -0.151
H -0.348 1.935 0.549
```

Summary:
Multiplicity: 1
M (Da): 82.11
Gap between HOMO and LUMO (eV): 9.68
Energy relative to the best compared isomer or geometry (same formula, charge and spin) (kJ/mol): 58.9

(6)
An isolated molecule of C4H6N2, computed with wB97M-V/def2-TZVPD.

```
12
C4H6N2, DFT wB97M-V/def2-TZVPD
N 0.512 1.442 1.174
C 0.152 0.324 0.278
C 0.767 -0.863 -0.061
N -0.121 -1.419 -0.939
C -1.215 -0.576 -1.101
C -1.094 0.569 -0.337
H 1.329 1.995 0.908
H 0.551 1.231 2.174
H 1.691 -1.363 0.203
H 0.011 -2.307 -1.398
H -2.007 -0.889 -1.773
H -0.387 1.949 0.929
```

Summary:
Multiplicity: 1
M (Da): 82.11
Gap between HOMO and LUMO (eV): 7.59
Energy relative to the best compared isomer or geometry (same formula, charge and spin) (kJ/mol): 359.1

(7)
An isolated molecule of C4H6N2 in a non-equilibrium geometry, computed with wB97M-V/def2-TZVPD.

```
12
C4H6N2, DFT wB97M-V/def2-TZVPD
C 1.452 -0.242 0.226
C 0.015 0.180 0.102
C -0.186 1.466 -0.458
N -0.367 2.411 -1.081
C -1.095 -0.694 -0.310
N -0.929 -0.382 1.086
H 1.978 -0.163 -0.731
H 1.478 -1.277 0.573
H 1.966 0.385 0.962
H -1.952 -0.345 -0.880
H -0.695 -1.618 -0.827
H -1.664 0.280 1.337
```

Summary:
Multiplicity: 1
M (Da): 82.11
Gap between HOMO and LUMO (eV): 10.94
Energy relative to the best compared isomer or geometry (same formula, charge and spin) (kJ/mol): 185.2

(8)
An isolated molecule of C4H6N2 in a non-equilibrium geometry, computed with wB97M-V/def2-TZVPD.

```
12
C4H6N2, DFT wB97M-V/def2-TZVPD
C -1.817 -0.307 -0.011
C -0.368 0.000 0.130
C 0.771 -0.831 -0.105
C 1.845 -0.006 0.004
N 1.392 1.270 0.374
N -0.009 1.195 0.483
H -2.387 0.617 0.115
H -2.042 -0.726 -0.996
H -2.127 -1.023 0.750
H 0.747 -1.892 -0.308
H 2.902 -0.246 -0.078
H 1.091 1.949 -0.358
```

Summary:
Multiplicity: 1
M (Da): 82.11
Gap between HOMO and LUMO (eV): 10.80
Energy relative to the best compared isomer or geometry (same formula, charge and spin) (kJ/mol): 176.0